# 1
120
Properties=species:S:1:pos:R:3:forces:R:3:lowdin_charge:R:1 method="wB97M-V/def2-TZVPD" e_above_lowest_kcal_mol=321.2
O 3.7891 4.1187 -0.4297 -0.30 -1.19 0.08 -0.087
O -0.2448 1.7472 5.9531 -0.15 -0.02 0.42 -0.041
O -2.6402 1.1038 -1.1751 0.51 -0.38 -0.12 -0.064
O -4.5025 -4.3797 2.6577 0.04 -0.08 -0.34 -0.077
O -2.4128 2.0277 4.1148 -0.66 0.23 -0.74 -0.065
O 3.8082 1.1990 -3.0657 -0.99 0.41 -0.56 -0.048
O 5.7735 0.5967 -1.0939 0.10 -1.72 0.83 -0.085
O -0.5297 -3.9671 -1.0418 0.96 -0.34 0.33 -0.061
O 4.4358 -1.7640 -2.3429 0.42 -0.58 0.60 -0.047
O 1.6705 -0.7906 1.7941 0.99 0.00 -0.55 -0.059
O 0.5481 -1.9688 -6.2030 0.01 -0.68 -1.83 -0.068
O -2.5731 -4.0974 0.8452 -1.21 -0.48 0.98 -0.082
O 2.3685 2.8259 1.2770 -1.10 -0.62 1.27 -0.063
O -2.2333 -1.3393 1.8834 -2.64 0.53 -0.48 -0.079
O -4.8616 -1.8069 -3.3375 0.07 0.01 -0.05 -0.052
O -0.6221 -3.5780 2.5193 -1.23 1.37 -0.98 -0.085
O 1.0479 0.5909 -1.1298 0.95 0.44 0.42 -0.050
O -5.0437 -0.7319 -0.3969 1.00 -0.69 1.04 -0.039
O 0.6850 1.5689 3.6368 -7.81 -9.73 -10.74 0.109
O 1.2659 0.2194 -4.9591 0.53 0.62 -1.07 -0.077
O 1.9764 -4.4117 0.7781 1.35 0.10 0.09 -0.030
O 1.0685 3.9350 -5.5044 0.07 -0.40 -0.20 -0.060
O 1.8504 -1.7345 -3.2099 0.85 -0.81 0.28 -0.069
O 2.0921 -4.7600 -2.1724 1.10 1.43 0.49 -0.069
O -2.8891 1.5741 1.3863 0.85 -0.19 -0.13 -0.039
O -2.6064 2.2435 -4.7596 -0.48 0.52 0.80 -0.057
O 0.2446 2.1541 -3.1646 0.58 0.13 1.76 -0.034
O -3.4917 0.5274 5.7453 -0.37 0.94 1.34 -0.042
O 4.3717 -0.8495 0.6598 -1.49 -0.42 0.75 -0.079
O 1.1366 -3.5818 4.1826 0.75 -0.25 1.70 -0.053
O 1.6925 4.7486 -3.1010 0.31 -0.02 -0.50 -0.058
O 3.2080 1.1761 4.8354 2.30 -2.61 0.72 -0.010
O -5.3417 2.5406 -0.8220 -0.13 1.27 -0.23 -0.076
O -1.2443 -1.0936 -0.6002 0.16 -0.18 -0.11 -0.046
O -1.6528 -1.5416 4.6790 -0.02 -0.02 1.36 -0.030
O 1.5369 -1.0243 4.3840 -1.75 -1.18 1.69 -0.108
O -2.6378 3.3639 -2.1337 -0.26 0.92 0.24 -0.078
O 1.7180 2.8340 4.6632 5.08 8.85 5.79 -0.120
O 0.3979 3.4545 -0.7279 1.43 0.33 -0.06 -0.077
O -1.4268 0.0334 -4.7750 -0.18 -1.49 1.07 -0.064
H 4.1672 0.0449 0.9735 0.37 0.05 -0.21 0.048
H 1.9905 2.5715 2.1539 0.56 0.40 -0.64 0.066
H -1.1591 -0.9083 -4.7569 -0.14 0.66 -0.46 0.050
H -4.7634 3.1898 -1.3094 -0.32 -1.56 0.57 0.052
H -3.9542 -4.5555 1.8606 -0.10 0.02 0.86 -0.004
H 1.7104 -0.7066 2.7787 -0.84 -0.44 -0.32 -0.007
H -3.2208 -1.2427 1.6785 1.68 -0.49 1.09 0.096
H -4.7560 -0.5156 -1.2870 -1.24 -0.04 -0.24 0.004
H -2.5623 2.3167 -5.7156 0.05 -0.48 0.02 0.056
H -1.5023 -1.8172 -1.1813 0.08 -0.27 0.07 0.059
H -3.1402 -0.3446 5.6117 -0.25 -0.84 -0.74 0.015
H 1.4049 -2.0283 4.4837 1.16 0.35 -0.94 0.036
H -2.1436 3.4710 -2.9537 0.00 0.01 0.11 0.010
H 0.8796 -0.3788 1.4364 -0.22 0.02 0.34 0.040
H 1.4921 1.0812 3.4981 -0.18 -1.17 0.45 0.061
H -1.9600 -0.9326 1.0520 0.97 -0.07 -0.19 -0.004
H -1.0971 2.2161 5.8958 0.41 -0.17 -0.17 0.065
H 2.2342 -3.8177 -2.4490 -0.68 -0.88 -0.30 0.025
H -1.7544 -4.3419 0.3915 -0.80 0.70 -1.15 0.023
H -4.9217 1.6850 -0.7215 0.60 0.29 -0.32 -0.032
H -2.0968 0.6991 -0.4801 -0.64 0.22 0.01 0.027
H 1.7505 0.3734 -0.5030 -0.22 -0.47 0.24 0.027
H 0.1798 -3.6652 4.3161 0.51 -0.19 -0.61 0.051
H -4.2549 0.8141 5.2349 -0.12 -1.01 0.22 0.056
H 0.8180 4.9021 -2.7104 0.98 0.06 0.74 0.063
H 0.4200 1.7419 4.5471 -3.84 -3.31 2.30 0.035
H -1.3230 0.2744 -3.8354 0.09 -0.04 -0.59 0.028
H 1.5309 1.2440 -1.6683 -0.80 -0.30 -0.49 0.022
H 4.0009 1.7121 -2.2774 0.56 -0.25 -0.02 0.014
H 0.2854 -2.4023 -5.3982 0.21 0.54 0.53 0.009
H 1.9463 4.1200 -5.1490 -0.03 0.07 -0.16 0.034
H -5.2543 -3.8657 2.3547 -0.12 -0.05 -0.01 0.019
H 3.5068 -1.2465 0.9273 0.57 0.11 -0.13 0.028
H 2.4811 4.7446 -2.5344 -0.90 0.29 0.53 0.051
H -0.6678 1.8869 -3.2273 -0.25 0.33 -0.74 0.008
H 1.1744 2.2058 4.1659 4.65 6.46 0.61 -0.381
H 0.6533 -0.8760 4.8212 0.88 1.06 -0.56 0.079
H 1.6631 3.3892 0.9185 0.22 0.20 -0.01 0.038
H -5.3080 -2.6542 -3.2201 0.06 0.15 -0.01 0.047
H -1.2948 -2.8502 2.3873 0.27 -0.99 0.28 0.029
H 2.7078 -4.7608 -1.4110 -0.61 -0.48 -0.51 0.023
H 0.6677 2.3895 -3.9778 -0.46 0.00 -1.22 0.008
H -3.5433 1.5099 2.0777 -0.40 0.17 -0.32 0.027
H -2.9986 2.4990 3.5113 0.60 0.54 0.00 0.031
H 3.4927 3.3249 0.1109 0.57 1.45 -0.66 0.011
H 0.3349 -3.6112 -0.7702 -0.37 0.54 0.04 0.030
H -0.1660 -4.8222 -1.3150 -0.47 -0.21 -0.43 0.058
H -3.2799 -3.5607 0.4493 1.44 -0.23 -0.86 0.065
H -3.1904 2.0826 0.6266 -0.66 0.00 0.21 0.026
H -1.9852 -2.4184 4.9247 0.21 0.21 -0.56 0.075
H -2.9040 1.1932 4.2457 1.06 0.45 0.42 0.001
H -0.9847 -0.3698 -1.1823 0.62 -0.17 -0.16 0.025
H 4.4832 0.5254 -3.1612 0.18 0.04 0.50 0.014
H -5.9021 -0.4148 -0.1120 -0.11 0.36 -0.85 0.058
H 5.7400 1.1081 -0.2782 0.25 0.24 -0.13 0.035
H -0.3940 -3.6435 1.5862 0.48 -0.44 0.04 0.014
H 1.7544 -1.9020 -4.1554 0.09 -0.04 -0.15 0.026
H 0.5013 2.3833 5.9046 -0.12 0.63 0.58 0.043
H 4.0362 -1.9498 -1.4730 0.40 0.42 -0.28 0.049
H 1.2155 3.4501 -1.3092 -1.57 -0.12 0.78 0.035
H 1.8193 1.0101 -5.0486 -0.10 -0.44 0.42 0.064
H 2.5792 -5.1666 0.6992 -0.68 -0.54 0.09 0.066
H 2.6716 -3.7495 0.9216 -0.63 0.52 0.20 0.054
H 2.8462 1.0393 5.7290 0.16 -0.17 -0.49 0.112
H 2.5747 2.3801 4.6325 -0.50 1.65 0.10 -0.056
H -3.2181 0.3864 -1.4422 0.13 -0.08 0.02 0.026
H 5.6451 -0.3403 -0.7360 0.06 2.00 -0.79 0.038
H 0.5351 4.2069 -4.7528 -0.17 0.10 -0.22 0.007
H 0.9448 -1.0753 -6.1902 -0.49 -0.46 1.34 0.027
H 3.6476 4.8514 0.1761 0.06 0.05 0.06 0.043
H 1.2227 -0.0558 -4.0393 0.45 0.43 0.35 0.010
H 5.3626 -2.0548 -2.2651 -0.55 0.08 -0.20 0.089
H 1.3151 -3.8705 3.2857 -0.47 0.08 -0.14 0.035
H 0.5195 2.6846 -0.1514 -0.34 -0.19 -0.58 0.020
H -1.3647 -1.5322 3.7678 -0.35 -0.10 -0.56 0.002
H 3.2391 0.3095 4.4198 0.09 -0.37 0.33 0.062
H -2.0295 3.4122 -1.3786 0.11 -0.01 -0.71 0.030
H -2.8417 1.3317 -4.5015 0.15 0.73 -0.88 0.031
H 2.8329 -1.7835 -3.0838 -0.90 0.42 -0.25 0.020
H -4.7739 -1.6931 -4.2925 -0.01 -0.01 0.17 0.046

***

# 2
120
Properties=species:S:1:pos:R:3:forces:R:3:lowdin_charge:R:1 method="wB97M-V/def2-TZVPD" e_above_lowest_kcal_mol=172.7
O -3.9245 2.1432 -3.3798 1.17 0.34 0.11 -0.106
O 4.4825 2.5853 -2.3972 -0.46 0.32 -0.35 -0.050
O -3.0825 -1.0713 -2.5799 1.04 0.69 0.43 -0.092
O 1.3883 -2.6222 4.2943 0.68 -0.82 -0.45 -0.034
O 0.2753 2.2122 -2.6219 -0.96 2.00 1.25 -0.082
O -4.3398 -0.5395 1.8919 -0.11 0.94 0.38 -0.046
O 0.9823 2.2465 0.5019 -0.65 0.29 -0.22 -0.040
O 1.8491 -2.6673 -2.9982 -0.02 0.20 -0.41 -0.056
O -3.6113 -0.1145 -4.9091 -0.86 0.03 -1.62 -0.048
O 2.3396 -0.4173 2.8506 0.79 0.32 -1.32 -0.046
O 3.0010 -0.3324 -5.2624 0.87 1.33 -0.16 -0.037
O -2.3979 3.9228 -2.1911 1.70 -1.77 0.10 -0.044
O -0.0662 -0.0678 -3.4785 0.76 -0.47 -1.79 -0.033
O -2.4233 -3.7388 -1.5805 0.30 -1.03 -1.38 -0.039
O -2.9692 -5.3262 1.1416 0.03 0.54 -0.06 -0.044
O -0.7879 -0.3117 2.5275 0.79 0.11 0.71 -0.031
O 1.3369 -5.3208 -2.5890 0.20 -0.92 -0.20 -0.074
O 1.5515 1.3971 5.2735 -0.06 -0.41 0.15 -0.046
O 5.8884 -0.1389 1.0994 1.56 0.44 -0.30 -0.064
O 2.4257 -3.4457 1.8119 -0.16 -0.18 1.36 -0.065
O -3.9162 -3.1943 -4.0908 0.14 -0.37 0.51 -0.057
O 1.4253 2.6328 -5.3815 0.13 0.32 -0.10 -0.066
O -5.1494 3.6906 -1.9709 -1.58 0.71 -0.47 -0.084
O 0.3904 -1.7268 -0.0043 -1.15 0.12 -0.59 -0.023
O -2.4568 3.6807 0.4108 0.25 -0.45 -0.35 -0.044
O -1.9336 2.6731 2.7282 0.06 -0.04 0.73 -0.053
O 1.5095 4.8544 -1.9188 1.53 0.01 -0.39 -0.045
O -2.1538 -2.5633 0.7240 -0.56 -0.45 -0.96 -0.035
O 3.2739 2.9675 1.6669 0.67 -0.17 -0.44 -0.051
O 4.4618 1.8196 3.9249 0.14 -0.45 0.24 -0.056
O 1.9233 5.6737 0.4946 1.38 0.29 0.00 -0.061
O 3.6768 -2.7663 -0.3232 1.20 0.28 -0.73 -0.035
O 4.6497 -1.7904 3.9664 0.60 1.18 -0.77 -0.038
O -3.8067 -2.8268 3.2822 -0.39 -0.77 1.16 -0.048
O -1.8548 0.5237 4.9947 0.41 -0.27 0.16 -0.058
O -5.3621 -2.3328 -1.0356 0.25 0.27 0.30 -0.032
O 2.9648 0.4230 -1.4171 0.13 -0.69 -0.03 -0.030
O 1.5607 -6.1707 2.0291 0.27 0.71 -0.08 -0.075
O 0.5761 3.5071 3.4667 -1.05 0.18 1.28 -0.048
O -1.5532 0.3697 0.0844 -0.53 0.78 -1.27 -0.041
H 3.3002 -0.5288 2.8319 0.59 -0.05 1.37 0.020
H 0.4930 2.6168 1.2463 -0.09 -0.35 0.51 0.022
H -0.6799 2.3634 -2.5249 -0.59 -1.18 -0.94 0.033
H 4.5457 2.0505 2.9900 -0.14 0.31 0.17 0.006
H -4.4336 -2.7164 4.0133 -0.05 0.62 -0.16 0.074
H -0.0840 -0.8896 0.1608 0.46 0.00 0.13 0.015
H -4.0531 -1.2348 2.5007 -0.09 -0.33 -0.70 -0.018
H 4.4160 -1.9327 4.8781 -0.24 -0.77 0.08 0.041
H 4.4898 -2.5266 3.3712 -0.38 -0.48 0.56 0.040
H 1.0505 -2.1911 -3.2546 0.08 0.27 0.15 0.022
H 0.7385 -5.0246 -1.9001 -0.08 0.35 -0.21 0.019
H 1.0411 0.6261 5.5478 -0.30 0.27 0.08 0.038
H -2.7816 4.6390 -2.6578 -0.73 1.21 0.06 0.057
H 0.1171 4.2283 3.9308 0.34 0.53 -0.70 0.073
H 4.4746 2.6523 4.4038 -0.01 0.12 -0.13 0.048
H 2.0743 5.1930 -2.6336 -0.86 0.12 -0.60 0.092
H 1.3474 5.3913 1.2029 -0.57 -0.04 -0.46 0.027
H 0.3770 3.0832 -2.1866 1.62 0.04 -0.24 0.024
H -4.0935 -0.7561 0.9917 0.25 -0.41 0.13 0.002
H -2.5611 0.8634 4.4509 -0.47 0.12 -0.11 0.006
H -2.2943 0.1104 -0.4918 -0.06 -0.52 0.20 0.058
H 0.8827 2.3844 -4.6250 -0.05 -0.21 0.22 -0.012
H 0.5560 2.9021 4.2338 1.13 -0.81 -0.31 0.032
H -2.7761 -3.8294 -0.7019 0.04 0.49 0.17 -0.022
H 2.7471 0.5164 -0.4871 -0.13 0.19 0.10 0.022
H -5.2956 2.9411 -2.5991 0.32 0.67 0.97 0.041
H -4.3700 -0.5687 -5.2996 0.10 -1.11 0.65 0.071
H -3.7059 0.6406 -5.4925 0.83 0.90 0.31 0.054
H -2.1352 -4.8462 1.0991 0.59 -0.38 0.24 0.025
H 1.8755 1.8310 -5.6600 0.05 -0.18 0.06 0.005
H 1.4041 3.0679 0.2182 0.29 -0.08 -0.25 0.020
H -4.7012 3.3662 -1.1999 0.04 -0.43 0.54 0.009
H -1.1997 1.0760 -0.4833 0.67 -0.15 0.32 0.041
H -5.6979 -1.6208 -0.4764 -0.35 -0.09 -0.15 0.044
H 1.6855 -1.7513 4.5618 -0.48 0.18 -0.09 0.021
H 2.2839 -0.5551 1.8933 -1.22 0.03 0.12 0.028
H 2.3510 0.9867 4.9149 0.19 0.46 -0.37 0.016
H 3.5191 2.7212 0.7658 0.33 0.43 -0.10 0.045
H -2.2996 3.8069 1.3531 -0.15 0.32 0.28 0.029
H 1.3779 -4.6518 -3.2815 -0.07 0.20 0.62 0.002
H 2.8047 1.2819 -1.8086 -0.51 0.34 0.02 0.010
H 3.6667 -1.0175 -5.2544 -0.18 -0.41 0.04 0.038
H -3.5117 2.6787 -2.6357 -0.28 -0.96 -0.87 0.015
H -1.3553 -0.0099 4.3499 0.10 0.17 0.14 0.003
H -3.9100 -1.4607 -2.8723 -0.30 -0.18 -0.07 0.013
H -2.4858 3.9410 -1.2239 -0.26 1.12 -0.03 -0.001
H -1.3900 -2.2892 0.1979 0.27 -0.35 0.05 0.025
H 4.0235 2.7288 -3.2375 0.18 0.20 -0.04 0.048
H 1.2907 -1.6311 0.2597 0.73 0.30 0.09 -0.006
H -3.6764 2.7918 -4.0533 -0.23 -0.40 -0.47 0.059
H -2.4339 -2.8397 -1.9218 -0.17 0.54 0.56 -0.006
H 4.4010 -2.1524 -0.1487 -0.33 0.63 0.37 0.040
H 4.2308 -3.4698 -0.6884 -0.76 -0.54 -0.15 0.075
H 0.5492 -2.8879 4.6536 -0.39 0.39 0.49 0.052
H 1.5964 5.7227 -0.4219 -1.09 0.14 1.11 0.000
H 2.1805 -2.9562 1.0384 0.06 -0.11 -0.55 -0.024
H 0.4151 0.0610 -2.6615 -0.68 -0.12 0.53 0.020
H -3.6350 -3.7684 3.4345 0.54 -0.06 -0.81 0.068
H 1.5063 -5.3385 2.5180 -0.34 -0.28 0.44 0.000
H -4.1275 -3.5221 -3.2021 -0.55 -0.13 -0.17 0.027
H -1.9904 2.8373 0.3234 -0.21 -0.10 -0.07 0.025
H -1.1897 2.7955 3.3495 -0.04 0.03 -0.49 0.027
H 2.3145 -2.0971 -2.3760 -0.05 0.01 0.09 0.013
H -3.5169 -4.6038 0.8201 -0.77 -0.22 0.20 0.008
H 2.8288 2.1600 1.9282 -0.56 -0.21 0.57 0.012
H -2.7201 2.7831 3.2729 -0.19 -0.13 -0.08 0.079
H 6.5161 0.3038 1.6935 -0.90 0.01 0.98 0.049
H -2.1121 -2.0433 1.5007 0.09 0.43 1.19 -0.010
H 2.2683 4.6056 -1.3601 -0.36 -0.57 0.31 0.049
H -1.6735 -0.6169 2.3996 -0.99 -0.34 -0.18 0.000
H 4.4318 1.6317 -2.3118 0.42 -0.41 0.22 0.008
H -2.8447 -0.5391 -3.3719 -0.62 -0.24 0.57 0.009
H -4.4421 -2.3781 -0.7472 0.14 -0.23 -0.14 -0.005
H 6.5766 -0.2069 0.4157 -0.82 -0.48 -0.70 0.047
H 1.8725 -3.1085 2.5433 0.20 0.03 -0.10 0.011
H -2.9674 -3.3675 -4.0358 0.09 0.11 -0.58 0.044
H 2.1398 -0.7127 -5.2167 -0.80 -0.80 0.23 0.007
H -0.9201 0.6203 2.3300 0.20 0.34 -0.18 0.024
H 2.1138 -5.7849 1.3361 0.03 -0.58 -0.37 0.020
H -0.9537 -0.4125 -3.4554 -0.02 -0.27 0.95 0.015

***

Number 1: LUMO level -0.91 eV, total energy -3057.24542 a.u., Kohn-Sham gap 8.33 eV. Number 2: LUMO level -0.62 eV, total energy -3057.48219 a.u., Kohn-Sham gap 9.52 eV.